Density functional theory data (ωB97M-V/def2-TZVPD) for C34H37N4O3S7Ti as an isolated structure.

Structure (XYZ):
```
86
Properties=species:S:1:pos:R:3:forces:R:3
Ti -0.133419 0.273205 -0.441245 0.329 -0.038 -0.769
S 1.386291 2.156544 -1.633684 -0.149 -0.049 0.200
C 1.094148 3.844150 -1.270229 -0.007 0.119 0.044
C 1.071085 4.743158 -2.357170 0.030 -0.043 0.006
C 0.907545 6.103735 -2.198141 0.001 0.001 0.008
C 0.749018 6.651940 -0.928594 -0.004 0.015 -0.006
C 0.751267 5.799302 0.159219 0.011 -0.021 -0.020
C 0.915490 4.420684 0.008087 0.032 -0.018 -0.018
S 0.882836 3.438751 1.488892 0.014 -0.028 -0.018
C -0.894051 3.030435 1.470344 0.044 0.036 0.056
C -1.272127 1.788808 2.215458 -0.136 -0.014 0.028
C -1.840926 1.892063 3.481506 0.035 -0.059 0.018
C -2.385610 0.769933 4.075219 -0.028 0.011 0.012
C -2.373757 -0.425814 3.377945 0.033 0.036 0.015
C -1.752973 -0.472145 2.138322 0.046 0.028 0.134
C -1.731409 -1.765422 1.367206 -0.015 0.055 0.068
S -2.098267 -1.533615 -0.401594 -0.040 0.058 0.253
C -3.581372 -0.555602 -0.259225 0.056 0.029 -0.056
C -4.723206 -1.162898 0.252583 -0.034 0.011 0.002
C -5.902411 -0.452441 0.394435 -0.024 -0.059 0.027
C -5.930711 0.879350 -0.008302 0.087 0.045 -0.039
C -4.802398 1.476726 -0.539338 -0.110 0.000 0.034
C -3.586457 0.785881 -0.685859 0.097 0.019 -0.006
S -2.206816 1.599999 -1.391834 0.008 -0.258 0.008
N -1.183992 0.607167 1.586242 -0.051 -0.036 -0.155
H 1.190782 4.322362 -3.347597 0.001 0.004 0.001
H 0.900706 6.744470 -3.072746 -0.001 0.001 0.000
H 0.621545 7.718616 -0.792087 -0.001 -0.003 -0.002
H 0.626159 6.189889 1.162174 -0.003 0.001 -0.002
H -1.198645 2.900648 0.430531 0.055 0.016 0.012
H -1.447589 3.870337 1.892609 0.004 0.004 -0.008
H -1.879383 2.858645 3.965463 -0.004 0.003 -0.006
H -2.852383 0.834933 5.050366 0.006 -0.008 0.000
H -2.845812 -1.314059 3.775721 0.011 -0.005 0.007
H -2.439121 -2.463597 1.815307 -0.002 -0.021 -0.028
H -0.735557 -2.211178 1.395512 0.017 0.002 -0.058
H -4.675571 -2.208792 0.537582 -0.012 0.003 0.005
H -6.785249 -0.928627 0.802114 0.004 -0.002 -0.002
H -6.842947 1.456409 0.088758 -0.005 -0.001 0.004
H -4.833286 2.511834 -0.855779 0.005 0.000 0.000
N -3.382182 -6.253255 -1.662616 0.014 0.038 0.015
C -2.222757 -5.472228 -1.552611 0.001 -0.007 -0.012
C -1.716433 -4.797414 -2.660038 0.002 -0.011 0.034
C -0.560222 -4.041734 -2.555291 -0.012 0.013 -0.051
C 0.101444 -3.952537 -1.343691 0.116 0.024 0.023
C -0.377191 -4.647951 -0.240726 -0.025 -0.025 -0.012
C -1.528275 -5.406056 -0.343403 0.010 0.001 0.004
S 1.484123 -2.859346 -1.098835 -0.070 0.049 -0.201
O 0.918457 -1.825958 -0.209629 0.051 0.010 -0.064
O 2.541616 -3.625272 -0.487673 -0.036 -0.038 0.111
N 1.946228 -2.341342 -2.492987 0.019 -0.140 0.159
C 1.221774 -1.432858 -3.181133 -0.126 0.214 -0.195
S 1.544396 -1.309642 -4.901792 -0.059 -0.070 0.118
C 0.295949 -0.121979 -5.042159 0.029 0.059 0.035
C -0.239287 0.119325 -3.830033 0.025 -0.097 -0.040
N 0.271407 -0.619766 -2.781075 0.053 0.191 0.399
H -4.004504 -5.945339 -2.394104 -0.003 -0.011 -0.001
H -3.879003 -6.359191 -0.791587 -0.009 -0.013 -0.006
H -2.239088 -4.852779 -3.607935 -0.004 -0.005 0.001
H -0.184664 -3.510657 -3.419810 0.002 -0.005 0.012
H 0.157288 -4.588749 0.699945 -0.002 0.001 -0.003
H -1.899741 -5.949096 0.518812 -0.006 -0.003 -0.005
H 0.059308 0.362909 -5.973676 0.028 -0.005 -0.005
H -1.014802 0.835988 -3.609141 -0.008 0.006 -0.029
C 5.343104 1.383383 -1.171414 -0.022 -0.002 0.048
C 5.357820 1.398006 0.356871 -0.014 0.007 -0.014
C 3.958825 1.473356 0.961238 -0.043 -0.039 -0.080
S 2.931699 0.055679 0.502370 0.214 0.080 -0.033
O 1.575089 0.370852 1.078071 -0.379 -0.019 0.084
C 3.646350 -1.216744 1.611813 -0.018 0.015 0.008
C 2.718004 -1.556895 2.770874 0.034 -0.006 -0.012
C 2.675831 -0.485119 3.853875 -0.017 -0.009 -0.025
H 6.355701 1.432964 -1.574935 0.008 0.002 0.022
H 4.770258 2.230021 -1.552471 -0.004 -0.008 -0.021
H 4.867836 0.481543 -1.557749 -0.001 0.004 -0.021
H 5.913542 2.272113 0.707406 -0.007 -0.005 0.022
H 5.894944 0.525724 0.743580 -0.002 -0.010 -0.023
H 3.397710 2.307858 0.537383 -0.014 0.014 -0.003
H 3.959156 1.562473 2.048614 0.010 -0.027 0.009
H 4.612666 -0.855524 1.972179 0.003 0.010 -0.038
H 3.803022 -2.086403 0.975111 -0.021 -0.032 0.009
H 3.056626 -2.507970 3.192127 0.002 0.003 0.003
H 1.718231 -1.723764 2.367382 -0.006 0.000 0.012
H 3.671643 -0.309459 4.271361 0.003 0.008 -0.003
H 2.019724 -0.785013 4.673508 -0.002 0.007 0.001
H 2.296952 0.452063 3.445825 -0.012 -0.004 0.023
```
Positions in Å, forces in eV/Å.

The value obtained for the total energy is -146928.763 eV. The energy above the lowest of the compared OMol25 structures with the same formula, charge and spin is 0.000 eV. As for the multiplicity: 3. Its LUMO energy (spin up / spin down) is 0.0804 / 0.0803 Ha. The expectation value of S² is 2.004. The net charge is -1. The value obtained for the HOMO energy (spin up / spin down) is -0.1169 / -0.1555 Eh.

These are the Mulliken partial charges, in e, on atoms 1 to 2: 0.838 -0.187